1.
{"formula": "C24H33N3O2P2Pd", "method": "ωB97M-V with the def2-TZVPD basis set", "elements": ["Pd", "O", "C", "C", "C", "C", "C", "C", "N", "H", "H", "H", "H", "H", "H", "H", "C", "C", "O", "N", "C", "C", "C", "C", "C", "C", "N", "H", "H", "H", "H", "H", "H", "H", "H", "H", "H", "C", "P", "C", "C", "C", "C", "C", "C", "C", "P", "C", "C", "H", "H", "H", "H", "H", "H", "H", "H", "H", "H", "H", "H", "H", "H", "H", "H"], "coordinates": [[-0.194, 0.162, -0.457], [-0.500, 0.239, 2.185], [-1.616, -0.554, 2.554], [-2.223, -1.219, 1.353], [-3.404, -1.928, 1.560], [-4.022, -2.593, 0.522], [-3.432, -2.540, -0.740], [-2.269, -1.832, -0.889], [-1.661, -1.177, 0.133], [-0.049, 0.519, 2.992], [-2.387, 0.054, 3.034], [-1.319, -1.335, 3.260], [-3.828, -1.940, 2.557], [-4.940, -3.142, 0.686], [-3.864, -3.045, -1.594], [-1.783, -1.779, -1.855], [1.334, 3.681, -2.586], [0.636, 2.950, -1.488], [0.811, 1.677, -1.432], [-0.081, 3.633, -0.620], [-0.988, 3.069, 0.399], [-2.156, 2.473, -0.336], [-3.331, 3.168, -0.524], [-4.261, 2.708, -1.454], [-3.941, 1.588, -2.205], [-2.759, 0.921, -1.942], [-1.895, 1.325, -0.998], [1.885, 2.993, -3.220], [2.015, 4.429, -2.171], [0.603, 4.214, -3.199], [-0.151, 4.630, -0.794], [-1.286, 3.880, 1.059], [-0.459, 2.332, 1.001], [-3.509, 4.081, 0.030], [-5.192, 3.237, -1.612], [-4.597, 1.220, -2.982], [-2.496, 0.045, -2.516], [3.399, 0.589, -0.981], [2.192, 0.499, 0.346], [2.187, 2.004, 1.319], [2.635, -0.870, 1.382], [3.482, -0.805, 2.480], [3.931, -2.001, 3.041], [3.547, -3.220, 2.502], [2.687, -3.282, 1.403], [2.228, -2.096, 0.844], [1.065, -1.985, -0.536], [0.110, -3.507, -0.373], [1.755, -2.074, -2.212], [4.261, 1.083, -0.511], [3.081, 1.171, -1.840], [3.722, -0.410, -1.265], [3.203, 2.054, 1.732], [1.490, 1.936, 2.152], [2.027, 2.913, 0.747], [3.812, 0.135, 2.904], [4.583, -1.973, 3.905], [3.901, -4.142, 2.946], [2.401, -4.254, 1.026], [-0.344, -3.608, 0.611], [0.878, -4.279, -0.501], [-0.616, -3.659, -1.164], [2.729, -2.571, -2.160], [1.868, -1.100, -2.685], [1.094, -2.691, -2.823]], "forces_ev_per_a": [[0.13, 0.18, -0.44], [0.30, 0.16, -0.01], [-0.04, 0.00, 0.07], [-0.03, -0.08, 0.03], [0.01, 0.00, 0.02], [0.02, 0.02, 0.02], [0.02, -0.02, -0.02], [0.02, 0.03, -0.05], [-0.02, 0.00, 0.13], [-0.12, -0.08, 0.10], [0.01, 0.00, 0.02], [-0.01, 0.00, 0.01], [-0.01, -0.01, 0.00], [0.00, 0.00, -0.01], [-0.01, 0.00, 0.00], [0.01, -0.02, 0.03], [-0.02, 0.08, 0.00], [-0.02, -0.09, -0.01], [-0.04, -0.04, 0.08], [0.01, -0.01, 0.00], [0.07, 0.04, -0.10], [0.21, 0.05, 0.08], [-0.13, 0.00, -0.04], [0.09, -0.02, 0.03], [-0.01, 0.01, 0.03], [-0.01, -0.06, -0.06], [-0.25, -0.04, -0.03], [0.01, 0.00, 0.00], [0.01, -0.01, 0.00], [0.00, -0.01, 0.00], [0.01, 0.00, 0.03], [-0.04, 0.01, -0.03], [-0.05, -0.02, 0.00], [0.01, 0.00, 0.01], [0.00, 0.00, 0.00], [0.00, 0.01, -0.01], [-0.02, 0.05, 0.00], [0.06, 0.05, 0.08], [-0.21, -0.15, 0.31], [0.06, -0.03, 0.03], [-0.12, -0.15, -0.11], [0.04, 0.00, -0.03], [-0.01, -0.05, -0.01], [0.03, 0.04, 0.04], [0.00, -0.01, -0.05], [-0.01, 0.27, -0.05], [0.13, -0.28, 0.02], [-0.07, 0.11, -0.03], [0.07, 0.01, 0.07], [-0.01, 0.01, -0.02], [-0.01, -0.02, 0.01], [-0.03, -0.01, -0.03], [-0.01, 0.01, 0.00], [0.02, 0.03, -0.04], [-0.03, -0.02, -0.07], [-0.01, 0.01, -0.01], [0.00, -0.01, 0.00], [0.01, 0.00, 0.01], [-0.01, 0.00, -0.02], [0.00, -0.02, 0.00], [0.01, -0.01, 0.03], [0.00, 0.04, -0.02], [0.00, 0.00, -0.02], [0.04, 0.02, 0.03], [-0.03, 0.02, 0.01]], "e_above_lowest_kj_mol": 120.38, "total_energy_ha": -2058.19175, "lumo_ev": -14.512, "max_force_ha_per_bohr": 0.0096, "charge": 4, "homo_energy_ev": -21.11}

=====

2.
{"formula": "C24H34B2CaF8O21", "method": "ωB97M-V with the def2-TZVPD basis set", "elements": ["Ca", "B", "F", "F", "F", "F", "B", "F", "F", "F", "F", "C", "C", "O", "C", "O", "O", "H", "H", "H", "H", "C", "C", "O", "C", "O", "O", "H", "H", "H", "H", "C", "C", "O", "C", "O", "O", "H", "H", "H", "H", "C", "C", "O", "C", "O", "O", "H", "H", "H", "H", "C", "C", "C", "O", "C", "O", "O", "H", "H", "H", "H", "H", "H", "C", "C", "C", "O", "C", "O", "O", "H", "H", "H", "H", "H", "H", "C", "C", "C", "O", "C", "O", "O", "H", "H", "H", "H", "H", "H"], "coordinates": [[-6.370, 4.786, -5.436], [-1.799, 4.611, -5.481], [-2.551, 3.717, -6.237], [-0.417, 4.344, -5.672], [-2.246, 5.840, -5.799], [-2.275, 4.375, -4.226], [-8.453, 6.492, -1.493], [-7.133, 6.536, -1.789], [-9.062, 5.751, -2.448], [-8.625, 5.774, -0.321], [-9.134, 7.677, -1.450], [-15.783, 6.685, -0.177], [-15.340, 5.375, -0.707], [-16.273, 5.081, -1.734], [-17.021, 6.173, -1.998], [-17.742, 6.282, -2.992], [-16.878, 6.971, -1.013], [-14.978, 7.401, -0.342], [-16.121, 6.554, 0.851], [-15.526, 4.588, 0.024], [-14.321, 5.174, -1.036], [-10.488, -0.198, 2.921], [-11.188, -1.537, 2.767], [-12.553, -1.244, 3.128], [-12.569, -0.110, 3.881], [-13.574, 0.331, 4.447], [-11.334, 0.487, 3.836], [-10.489, 0.338, 1.972], [-9.451, -0.160, 3.253], [-10.707, -2.379, 3.266], [-11.204, -1.698, 1.690], [-3.192, 4.659, 4.158], [-3.961, 5.086, 5.385], [-3.427, 4.267, 6.388], [-2.627, 3.334, 5.839], [-2.084, 2.466, 6.420], [-2.628, 3.421, 4.525], [-2.419, 5.333, 3.786], [-3.925, 4.407, 3.392], [-5.027, 4.896, 5.263], [-3.779, 6.136, 5.614], [-7.075, 14.339, -4.886], [-7.160, 14.575, -6.341], [-7.101, 13.252, -6.906], [-7.005, 12.333, -5.835], [-6.997, 11.136, -6.010], [-6.857, 12.956, -4.684], [-7.922, 14.758, -4.342], [-6.179, 14.894, -4.606], [-6.311, 15.196, -6.625], [-8.080, 15.105, -6.588], [0.538, 9.930, -1.978], [1.705, 9.681, -2.959], [1.479, 10.109, -4.395], [2.596, 10.916, -4.722], [3.340, 11.099, -3.664], [4.332, 11.818, -3.684], [2.917, 10.441, -2.599], [0.904, 9.807, -0.959], [-0.120, 9.066, -2.078], [-0.029, 10.841, -2.164], [1.816, 8.606, -2.815], [0.528, 10.607, -4.584], [1.704, 9.331, -5.125], [-15.560, 13.173, -4.199], [-15.230, 12.959, -5.637], [-13.937, 12.174, -5.903], [-14.402, 11.074, -6.576], [-15.736, 11.165, -6.836], [-16.244, 10.417, -7.649], [-16.217, 12.268, -6.271], [-15.677, 12.197, -3.727], [-16.479, 13.730, -4.013], [-14.817, 13.742, -3.641], [-15.102, 13.935, -6.106], [-13.439, 11.872, -4.981], [-13.201, 12.706, -6.506], [-10.369, 12.848, 2.545], [-9.387, 12.691, 3.693], [-8.591, 11.456, 3.802], [-7.201, 11.802, 3.735], [-7.098, 13.116, 3.587], [-6.052, 13.706, 3.399], [-8.354, 13.733, 3.569], [-9.893, 13.153, 1.613], [-11.238, 13.442, 2.830], [-10.916, 11.926, 2.348], [-9.770, 13.037, 4.653], [-8.881, 10.816, 2.969], [-8.934, 11.086, 4.768]], "forces_ev_per_a": [[0.88, 0.45, 1.00], [1.20, -1.53, -0.16], [-1.19, -1.44, -1.89], [-1.16, 0.65, 0.31], [-0.15, 2.80, -1.08], [-0.03, -0.38, 2.82], [-1.41, -0.29, 1.83], [2.58, 0.69, -0.89], [-1.11, -2.10, -3.39], [0.13, -0.19, 1.31], [0.23, 1.47, 0.20], [0.77, 0.12, 0.06], [-0.19, -3.20, 0.47], [0.43, -0.51, -1.49], [-1.66, -2.35, -3.84], [1.74, 0.03, 2.75], [-0.93, 3.92, 1.66], [-0.41, 0.49, 0.49], [0.09, 0.68, -0.08], [0.18, -0.01, 0.29], [0.02, 0.82, -0.29], [-0.10, 0.46, -0.05], [0.18, 0.43, -1.60], [0.71, 0.00, 0.86], [-2.17, 1.24, 0.82], [3.38, -1.32, -1.64], [-0.95, 0.12, 0.71], [-0.22, 0.13, -0.06], [-0.22, -0.42, 0.43], [-0.56, 0.07, 0.42], [-0.05, -0.70, 0.12], [-1.01, -0.31, -1.41], [0.00, 0.88, -0.29], [0.31, 0.03, 1.01], [-0.62, -0.70, 0.47], [0.67, -0.64, 1.08], [0.59, 0.26, -0.96], [-0.10, 0.05, 0.15], [0.34, 0.45, -0.46], [0.00, 0.04, 0.20], [-0.19, -0.06, 0.20], [1.01, 1.53, 1.43], [-0.28, -0.11, -1.15], [-0.17, -0.52, 1.38], [0.25, -1.45, -2.47], [-0.07, 1.88, 0.34], [-0.52, 0.20, 0.41], [-0.05, -0.62, 0.23], [-0.06, -0.32, 0.92], [-0.04, -0.33, -0.65], [-0.04, -0.33, -0.45], [0.50, -0.36, -0.45], [-0.72, 0.36, 1.37], [0.60, -1.19, -1.18], [-0.76, 0.99, -0.54], [3.50, 2.57, 0.24], [-1.67, -1.37, 0.30], [-1.37, -1.27, 0.44], [0.07, 0.59, 0.03], [-0.32, 0.11, -0.30], [0.21, 0.08, 0.29], [1.11, 0.05, -0.50], [0.15, 0.11, 0.02], [-1.30, -0.70, 0.27], [-0.33, -0.16, 1.20], [2.07, 2.59, 0.91], [0.29, 0.76, 1.09], [-0.36, -1.75, -0.66], [0.70, -1.56, -3.10], [0.07, 1.48, 2.22], [-2.14, -1.24, -0.93], [0.03, -0.04, 0.22], [-0.20, -0.12, -0.46], [0.40, -0.17, -0.27], [-0.34, 0.14, -0.24], [-0.04, -0.06, 0.14], [-0.14, 0.13, -0.13], [-0.92, -0.76, 0.43], [0.35, 3.64, -0.09], [-0.64, -1.07, -0.02], [-1.00, -0.62, 0.44], [0.81, 2.64, -1.15], [-2.01, -1.03, 0.65], [1.81, -1.06, -0.42], [-0.02, 0.19, 0.22], [0.50, 0.84, -0.14], [0.48, -0.59, -0.07], [-0.87, -0.76, -0.05], [0.52, -0.46, 0.24], [0.99, -0.98, -0.05]], "total_energy_ha": -4041.44857, "lumo_ev": -6.206, "max_force_ha_per_bohr": 0.0932, "homo_energy_ev": -10.28}

=====

3.
{"formula": "C24H34BiN6OS", "method": "ωB97M-V with the def2-TZVPD basis set", "elements": ["Bi", "C", "N", "C", "C", "C", "C", "C", "C", "N", "C", "C", "C", "C", "C", "C", "N", "C", "C", "C", "C", "C", "N", "H", "H", "H", "H", "H", "H", "H", "H", "H", "H", "H", "H", "H", "H", "H", "H", "H", "H", "C", "C", "N", "C", "S", "N", "C", "C", "H", "H", "H", "H", "H", "H", "H", "H", "H", "H", "H", "H", "C", "O", "H", "H", "H", "H"], "coordinates": [[1.178, 0.356, -1.096], [0.325, 2.376, 1.445], [-0.345, 1.856, 0.224], [-0.853, 2.973, -0.619], [-0.708, 2.812, -2.112], [-1.415, 3.633, -2.977], [-1.148, 3.558, -4.335], [-0.193, 2.657, -4.795], [0.447, 1.853, -3.878], [0.192, 1.944, -2.564], [-1.462, 0.966, 0.625], [-1.993, 0.123, -0.502], [-3.324, -0.247, -0.594], [-3.708, -1.133, -1.593], [-2.754, -1.606, -2.486], [-1.451, -1.168, -2.350], [-1.086, -0.333, -1.370], [1.701, 1.818, 1.724], [2.285, 1.939, 2.973], [3.592, 1.505, 3.147], [4.293, 0.992, 2.062], [3.646, 0.895, 0.849], [2.371, 1.290, 0.703], [0.461, 3.454, 1.349], [-0.312, 2.223, 2.317], [-1.903, 3.167, -0.387], [-0.309, 3.885, -0.368], [-2.154, 4.325, -2.594], [-1.675, 4.198, -5.031], [0.043, 2.580, -5.847], [1.183, 1.116, -4.180], [-1.086, 0.280, 1.387], [-2.274, 1.551, 1.065], [-4.048, 0.145, 0.108], [-4.740, -1.446, -1.676], [-3.015, -2.294, -3.277], [-0.673, -1.482, -3.038], [1.734, 2.380, 3.794], [4.061, 1.570, 4.119], [5.320, 0.668, 2.155], [4.137, 0.505, -0.035], [-0.947, -5.689, 1.698], [-1.545, -4.579, 0.840], [-0.591, -3.503, 0.525], [-0.196, -2.562, 1.362], [1.130, -1.518, 0.887], [-0.758, -2.456, 2.560], [-0.396, -1.555, 3.660], [-1.637, -1.008, 4.351], [-1.736, -6.390, 1.967], [-0.502, -5.311, 2.620], [-0.180, -6.239, 1.154], [-2.419, -4.134, 1.320], [-1.874, -4.990, -0.112], [-0.034, -3.620, -0.306], [-1.395, -3.194, 2.834], [0.228, -0.761, 3.261], [0.209, -2.109, 4.381], [-2.248, -0.404, 3.677], [-1.341, -0.391, 5.199], [-2.257, -1.814, 4.744], [4.154, 0.760, -3.351], [3.309, 1.495, -2.434], [5.198, 0.825, -3.052], [4.042, 1.135, -4.368], [3.846, -0.284, -3.319], [3.599, 2.414, -2.440]], "forces_ev_per_a": [[-0.04, -0.02, -0.12], [0.11, 0.12, 0.24], [0.19, -0.22, -0.25], [-0.12, 0.25, -0.16], [-0.07, 0.01, -0.10], [-0.02, -0.05, 0.01], [0.05, -0.02, 0.04], [-0.04, -0.02, -0.04], [-0.06, 0.04, -0.03], [0.14, 0.21, 0.05], [-0.19, -0.20, 0.08], [-0.05, -0.02, -0.07], [0.00, 0.03, 0.03], [0.07, 0.01, 0.01], [-0.01, -0.01, -0.02], [-0.02, 0.00, 0.03], [-0.09, -0.08, -0.01], [0.01, -0.10, 0.05], [-0.01, 0.03, -0.03], [-0.04, 0.00, -0.05], [0.01, -0.02, -0.03], [0.07, -0.02, 0.10], [0.01, 0.21, -0.24], [-0.10, -0.01, -0.01], [-0.01, 0.00, -0.03], [0.02, -0.02, 0.08], [0.01, -0.06, 0.08], [0.02, 0.01, 0.01], [-0.01, 0.00, 0.00], [-0.01, -0.03, 0.01], [0.03, 0.06, -0.02], [0.06, 0.07, 0.07], [0.06, 0.05, 0.02], [0.00, 0.00, 0.00], [-0.01, 0.01, -0.01], [0.00, 0.03, -0.02], [-0.03, -0.04, 0.00], [-0.02, -0.02, -0.01], [0.02, 0.03, -0.01], [-0.01, 0.00, 0.00], [-0.01, -0.03, 0.03], [-0.02, 0.03, 0.01], [0.02, -0.11, 0.13], [-0.15, -0.31, -0.16], [0.12, 0.27, 0.05], [0.04, -0.17, 0.52], [0.01, -0.08, -0.09], [-0.04, 0.12, 0.22], [0.06, -0.06, -0.06], [0.03, -0.02, 0.01], [-0.01, -0.01, 0.00], [0.02, 0.04, -0.01], [-0.03, 0.01, -0.08], [-0.07, 0.08, -0.01], [0.06, 0.08, 0.02], [0.00, 0.01, -0.11], [0.05, 0.04, -0.08], [0.03, -0.03, -0.08], [0.00, -0.01, -0.01], [0.00, 0.00, -0.02], [-0.02, 0.01, 0.00], [0.08, -0.08, -0.05], [0.00, -0.05, 0.04], [-0.02, 0.02, 0.01], [-0.02, 0.02, 0.03], [-0.03, 0.02, 0.02], [-0.03, 0.03, 0.04]], "e_above_lowest_kj_mol": 45.34, "total_energy_ha": -1950.65669, "lumo_ev": -8.772, "max_force_ha_per_bohr": 0.0107, "charge": 3, "homo_energy_ev": -17.41}

=====

Which formula does entry 3 have? C24H34BiN6OS